Record 1
23
Properties=species:S:1:pos:R:3:forces:R:3 method="wB97M-V/def2-TZVPD" molar_mass_g_mol=106.2 lumo_ha=-0.1200 homo_energy_ev=-14.55 charge=+1 de_lowest_kcal_mol=42.0
H 1.82027 -0.71695 1.10242 -0.75 0.29 -0.35
H 1.28283 -2.47447 2.73099 -0.39 0.94 -0.53
C 0.52172 -1.77711 2.26995 -1.25 -3.46 3.18
H -1.19306 0.92673 -1.38251 0.83 0.78 -0.91
O -0.26340 4.04982 -0.37496 -0.12 2.34 2.02
H -0.10430 1.53897 -2.57550 -0.26 0.13 2.09
H 0.31936 -1.02780 3.06175 0.22 0.07 -0.90
H 0.11615 4.82080 -0.92000 -0.93 -1.57 1.55
C -1.19657 -1.63199 -0.58109 0.78 -0.18 -0.46
N -0.23402 1.35630 -1.52678 -2.25 -1.80 -0.97
H -1.80102 -1.00769 -1.36334 0.51 -1.68 1.44
H -0.68709 0.14463 0.70693 0.39 -1.06 -0.69
C -0.17448 -0.65996 0.07162 0.62 1.65 0.05
C 0.61611 0.15410 -1.04999 1.09 1.82 2.68
C 0.91625 -1.34971 0.94325 0.79 1.98 -1.82
H 0.80544 -0.45059 -1.93580 0.43 0.16 0.16
H -0.60439 -2.47474 -1.09794 -0.90 1.42 0.36
H 1.32529 -2.06724 0.25409 0.09 -1.24 0.23
H -0.51631 4.42288 0.59209 1.01 -1.04 -3.60
H -1.77969 -2.18926 0.20533 0.05 1.04 -0.99
H -0.34203 2.20836 -0.93022 1.12 0.09 -0.45
H -0.37146 -2.47894 2.31239 0.65 0.95 -0.39
H 1.54440 0.68385 -0.51270 -1.73 -1.62 -1.69

***

Record 2
23
Properties=species:S:1:pos:R:3:forces:R:3 method="wB97M-V/def2-TZVPD" molar_mass_g_mol=106.2 lumo_ha=-0.1246 homo_energy_ev=-14.72 charge=+1 de_lowest_kcal_mol=17.8
O 1.91561 -0.07436 -2.66214 -0.11 1.09 1.04
C -0.85327 -0.62115 0.51973 -0.96 0.21 0.13
H 2.71144 1.27575 0.65635 0.38 -0.06 0.34
C -1.56514 -0.33132 1.83863 0.16 -0.18 -0.43
H 1.91229 -0.14148 1.02186 0.34 -0.32 -0.36
C 0.67970 1.42868 0.44833 0.37 1.64 0.12
H -2.52013 0.12299 1.57904 0.03 0.35 0.20
H -0.93663 0.35153 2.41279 -0.41 -0.10 0.48
H 0.86853 2.33551 -0.14056 0.05 -0.18 0.11
N 1.97451 0.64128 0.37453 -0.70 0.81 -0.05
H 1.65326 -0.97640 -2.78106 -0.07 -0.86 -0.34
H -1.77007 -0.91432 -1.36454 0.10 -0.68 -0.23
H 0.08313 -1.17344 0.69321 -0.13 0.03 0.04
H 2.79343 0.03755 -3.02111 0.31 -0.18 -0.43
H -2.79161 -1.61872 -0.18596 0.07 0.58 0.74
H -0.17460 0.52695 -1.18654 -0.01 -0.22 0.14
C -0.49807 0.72307 -0.14998 0.86 -1.07 -1.09
H -1.30613 1.42523 -0.34995 -0.32 -0.05 0.75
H -1.41131 -2.49980 -0.54661 0.47 0.29 -0.23
H -1.82412 -1.23840 2.38245 0.35 0.03 0.20
H 0.63568 1.77560 1.48357 -0.42 -0.31 0.00
H 2.15837 0.40897 -0.60589 -0.13 -0.80 -0.30
C -1.73486 -1.46372 -0.41615 -0.22 -0.04 -0.83